Record 1
68
Properties=species:S:1:pos:R:3:mulliken_charge:R:1 method="wB97M-V/def2-TZVPD" homo_lumo_gap_ev="4.5 / 4.5" charge=+2 relative_energy_kcal_mol=38.02 homo_ev="-13.24 / -13.24" e_tot_ev=-67721.913
Au -1.33483 -0.84918 -1.54849 0.53
S -1.71294 0.44964 0.51447 -0.17
C -0.77534 -0.26938 1.72904 0.34
N -0.61498 0.34541 2.89352 0.24
C 0.29959 -0.22098 3.87103 -0.59
C 0.09701 -1.72758 3.91096 -1.00
N 0.25801 -2.27006 2.57354 0.21
C 1.04102 -3.48396 2.47873 -1.53
C 2.48531 -3.14940 2.78558 0.94
C 3.14663 -2.18221 2.03354 -0.11
C 4.45638 -1.84741 2.32411 -0.83
C 5.11924 -2.47578 3.36722 -0.48
C 4.46664 -3.44144 4.11623 -0.62
C 3.15059 -3.77099 3.83310 -0.36
C -0.16451 -1.58933 1.52193 0.77
S -0.00741 -2.25251 -0.03382 -0.36
C -1.28760 1.59484 3.19929 -2.17
C -0.43586 2.81505 2.90164 1.15
C 0.68391 3.08452 3.68120 -0.22
C 1.46153 4.20307 3.43554 -0.77
C 1.11278 5.08280 2.42233 -0.48
C -0.01426 4.83078 1.65526 -0.75
C -0.78099 3.69788 1.88529 -0.24
H 0.10096 0.21104 4.85223 0.56
H 1.33277 0.02041 3.58855 0.39
H -0.90601 -1.96983 4.28343 0.34
H 0.83013 -2.18530 4.57964 0.46
H 0.95136 -3.90317 1.47551 0.50
H 0.65031 -4.20406 3.20083 0.44
H 2.64115 -1.69239 1.21101 0.42
H 4.96010 -1.09590 1.73651 0.43
H 6.14014 -2.21113 3.59175 0.42
H 4.98084 -3.93455 4.92653 0.41
H 2.64609 -4.52366 4.42113 0.41
H -1.54481 1.58650 4.26066 0.49
H -2.21228 1.63159 2.61942 0.82
H 0.95262 2.42898 4.49614 0.40
H 2.33302 4.39079 4.04573 0.41
H 1.70952 5.96408 2.24284 0.42
H -0.30298 5.52707 0.88236 0.41
H -1.65583 3.51477 1.28068 0.45
C -0.86626 -4.00290 -3.72132 -1.11
C -1.50500 -2.79597 -4.30072 0.66
C -1.96665 -2.80177 -5.62871 -0.58
C -2.50926 -1.65033 -6.18234 -0.43
C -2.56089 -0.49632 -5.42410 -0.46
C -2.08278 -0.54082 -4.10159 0.56
N -1.60973 -1.69766 -3.57258 -0.16
N -2.00858 0.45277 -3.22556 -0.18
Si -1.73076 2.14927 -3.52532 -0.09
C -1.65887 2.89539 -1.78587 -1.14
C -2.85888 3.08124 -4.75108 -1.09
C 0.02495 2.04403 -4.33474 -1.04
H -1.49308 -4.88012 -3.87691 0.39
H -0.66628 -3.87061 -2.66113 0.06
H 0.07744 -4.20057 -4.23181 0.32
H -1.89530 -3.71812 -6.19416 0.43
H -2.88623 -1.65241 -7.19509 0.47
H -2.99359 0.41316 -5.80154 0.36
H -2.60406 2.77050 -1.26461 0.48
H -1.44465 3.95641 -1.82897 0.42
H -0.88107 2.43311 -1.18338 0.28
H -3.90083 3.06755 -4.44239 0.39
H -2.79488 2.70700 -5.77000 0.36
H -2.52710 4.11739 -4.76654 0.36
H 0.69698 1.44808 -3.72799 0.32
H 0.42881 3.04386 -4.42704 0.41
H -0.04048 1.59885 -5.32069 0.34



Record 2
11
Properties=species:S:1:pos:R:3:mulliken_charge:R:1 method="wB97M-V/def2-TZVPD" homo_lumo_gap_ev=10.0 smiles="C=C=CN[N+](=O)[O-]" relative_energy_kcal_mol=167.33 homo_ev=-9.79 e_tot_ev=-10245.009
C -1.10324 -0.96742 0.04167 -0.60
C -0.11994 -0.18149 -0.34935 0.17
C 0.58901 0.89006 -0.64484 -0.24
N 1.37283 1.49790 0.55396 -0.21
N 2.16859 2.49796 0.23935 1.03
O 2.20158 2.91532 -0.94145 -0.65
O 2.79259 2.95098 1.21358 -0.66
H -1.98173 -0.39885 0.28245 0.25
H -1.13020 -2.08823 0.00807 0.25
H 1.09881 1.27102 -1.48630 0.40
H 1.49634 1.21615 1.50576 0.25



Record 3
12
Properties=species:S:1:pos:R:3:mulliken_charge:R:1 method="wB97M-V/def2-TZVPD" homo_lumo_gap_ev="6.0 / 9.9" multiplicity=2 relative_energy_kcal_mol=59.46 homo_ev="-4.97 / -8.92" e_tot_ev=-5632.695
N 2.33132 1.81580 -1.01433 -0.65
H 2.99572 2.63072 -1.11342 0.23
H -1.60852 -1.07211 2.12586 0.23
H 2.87254 0.97071 -1.23217 0.22
H 2.71987 1.79263 -0.07481 0.20
N -0.40373 -0.87247 -0.00916 -0.48
C -1.70927 -0.97885 0.16302 -0.39
N -2.16610 -0.64456 1.35735 -0.51
H -0.16989 -1.03466 -1.07196 0.22
H 0.29822 -1.37711 0.59119 0.19
H -2.30831 -1.23672 -0.62718 0.45
H -2.85186 0.00661 0.90563 0.29